# 1
Entry from OMol25: C6H10O as an isolated structure in a non-equilibrium geometry (wB97M-V/def2-TZVPD).

Computed properties:
F_max	0.0880	Eh/bohr
spin multiplicity	1
orbital gap	8.8	eV
E_tot	-309.6812	a.u.
ΔE to the lowest compared entry with this formula, charge and spin	101.1	kcal/mol
charge	0

Cartesian coordinates (Å):
1 C 1.6124 1.2816 0.2197
2 H 2.1588 1.0766 1.1481
3 H -0.6582 -0.1297 -1.8834
4 H -0.8075 0.0154 2.0540
5 C 0.5651 -1.1411 -0.0306
6 H 2.3015 1.1312 -0.6208
7 H 1.1377 -1.6379 0.7611
8 C -0.6585 0.4247 -0.9694
9 H -1.3120 1.3332 0.9676
10 C 0.4243 0.3674 0.0835
11 H 0.9334 -1.4614 -1.0186
12 C -0.9342 -1.0456 0.0476
13 H 1.3014 2.3305 0.2237
14 C -0.8011 0.3347 1.0318
15 H -2.4883 -2.2615 -0.3162
16 H -1.1587 1.4210 -1.0544
17 O -1.6160 -2.0392 -0.6437

Forces on atoms 1 to 6 (eV/Å):
C -0.0616 0.1265 0.0534
H -0.0823 0.0657 -0.1429
H 1.0735 0.2683 -1.1796
H 0.7723 0.0536 1.0068
C 0.1590 0.0557 0.1245
H -0.1599 0.0386 0.1487

Partial charges, natural (NBO), in e: C -0.609; H 0.212; H 0.199; H 0.186; C -0.439; H 0.219; H 0.200; C -0.443; H 0.202; C -0.062; H 0.198; C 0.300; H 0.210; C -0.355; H 0.484; H 0.195; O -0.696

***

# 2
Entry from OMol25: an isolated molecule of C6H10O (wB97M-V/def2-TZVPD).

Computed properties:
F_max	0.0091	Eh/bohr
spin multiplicity	1
orbital gap	8.0	eV
E_tot	-309.6017	a.u.
ΔE to the lowest compared entry with this formula, charge and spin	151.0	kcal/mol
charge	0

Cartesian coordinates (Å):
1 C -0.0047 1.2480 1.1303
2 H 2.3371 -1.0355 0.5165
3 H -0.6166 -0.8412 -1.7217
4 H -0.5359 -1.4417 0.5348
5 H -1.3190 -0.4649 1.8123
6 H 0.8667 1.8850 1.0281
7 H -0.3763 0.9080 -2.1050
8 H -2.4787 0.4165 -0.4980
9 C -0.8278 -0.4370 0.8395
10 C -0.3876 0.1580 -1.3063
11 O -1.0894 1.7117 0.3662
12 H 1.1717 -1.9963 -0.4557
13 H 2.3586 -0.9390 -1.2397
14 C 1.6917 -1.0223 -0.3682
15 C 0.8602 0.2063 -0.4585
16 C -1.4202 0.4530 -0.2231
17 H -0.2296 1.1683 2.2021

Forces on atoms 1 to 6 (eV/Å):
C 0.2263 0.3129 0.2616
H -0.0836 0.0212 -0.1422
H 0.0667 0.1059 0.0847
H 0.0165 0.1606 0.0083
H 0.0938 0.0374 -0.1245
H -0.0781 -0.1004 -0.0054

Partial charges, natural (NBO), in e: C -0.028; H 0.227; H 0.182; H 0.206; H 0.210; H 0.223; H 0.235; H 0.195; C -0.392; C -0.554; O -0.533; H 0.165; H 0.254; C -0.733; C 0.093; C 0.078; H 0.171

***

# 3
Entry from OMol25: an isolated molecule of C6H10O (wB97M-V/def2-TZVPD).

Computed properties:
F_max	0.0124	Eh/bohr
spin multiplicity	1
orbital gap	10.7	eV
E_tot	-309.7660	a.u.
ΔE to the lowest compared entry with this formula, charge and spin	47.9	kcal/mol
charge	0

Cartesian coordinates (Å):
1 C 1.2679 -0.0592 0.0357
2 H 0.1385 1.8647 0.5859
3 C -2.0571 0.2881 -0.1084
4 H 3.0024 -0.5967 -0.5483
5 H 0.4550 0.7023 1.9359
6 C -0.5976 -0.1340 0.0582
7 H -2.5762 -0.0862 -1.0016
8 H -2.6884 0.1154 0.7642
9 H 0.4236 -2.2290 0.1246
10 O 2.6422 0.0812 0.0357
11 H 0.4073 -0.7139 -1.9314
12 C 0.3392 0.0670 -1.1622
13 C 0.3344 0.8290 0.8511
14 H -1.9990 1.3801 -0.2509
15 H 0.2758 1.0627 -1.6160
16 H 0.5651 -1.3412 1.6793
17 C 0.4086 -1.2430 0.5933

Forces on atoms 1 to 6 (eV/Å):
C -0.0433 0.0616 0.0918
H 0.5494 0.2617 -0.1929
C -0.0022 -0.1423 0.1913
H 0.0884 0.0872 0.0626
H -0.3994 0.0447 -0.2584
C -0.0499 0.3903 0.2885

Partial charges, natural (NBO), in e: C 0.253; H 0.192; C -0.609; H 0.470; H 0.197; C -0.013; H 0.215; H 0.216; H 0.197; O -0.687; H 0.193; C -0.425; C -0.400; H 0.212; H 0.195; H 0.199; C -0.406

***

# 4
Entry from OMol25: a 2-piece molecular cluster, C6H10O overall in a non-equilibrium geometry (wB97M-V/def2-TZVPD).

Computed properties:
F_max	0.0925	Eh/bohr
spin multiplicity	1
orbital gap	8.9	eV
E_tot	-309.6669	a.u.
ΔE to the lowest compared entry with this formula, charge and spin	110.1	kcal/mol
charge	0

Cartesian coordinates (Å):
1 H -0.5519 -2.2279 -1.9177
2 H -1.0895 0.2654 2.8340
3 H -2.1317 -1.3031 -1.4111
4 C 0.6901 0.4316 -0.5366
5 C -1.1146 -1.6235 -1.1542
6 H -1.5109 2.2070 0.9502
7 C -0.2942 -0.4668 -0.6707
8 H 0.1821 -1.0199 2.2742
9 C -0.5314 0.6272 0.3293
10 C 1.9774 0.7431 -1.1794
11 O -1.6455 1.5741 0.1821
12 H 1.9799 -0.0769 -1.9547
13 H 0.5580 0.8707 2.3122
14 H -1.3062 -2.5107 -0.3211
15 H 2.1235 1.8014 -1.6018
16 C -0.1273 0.0818 2.2816
17 H 2.7921 0.6265 -0.4164

Forces on atoms 1 to 6 (eV/Å):
H -0.9563 0.8711 0.1629
H 1.1913 -0.2210 -0.3885
H 0.4927 -0.0560 -0.3735
C -2.8731 -0.5724 -0.4218
C 0.9280 -2.7358 1.3639
H -0.3668 -1.0151 -1.4699

Partial charges, natural (NBO), in e: H 0.226; H 0.201; H 0.248; C -0.012; C -0.661; H 0.474; C -0.018; H 0.213; C 0.280; C -0.663; O -0.729; H 0.234; H 0.198; H 0.229; H 0.238; C -0.688; H 0.230

***

# 5
Entry from OMol25: C6H10O as an isolated structure in a non-equilibrium geometry (wB97M-V/def2-TZVPD).

Computed properties:
F_max	0.0820	Eh/bohr
spin multiplicity	1
orbital gap	9.5	eV
E_tot	-309.7306	a.u.
ΔE to the lowest compared entry with this formula, charge and spin	70.2	kcal/mol
charge	0

Cartesian coordinates (Å):
1 H -0.4494 2.7070 -0.2219
2 C -0.3701 -1.5637 0.5534
3 H -0.7481 -2.2765 1.2862
4 C -1.4121 -0.0406 0.1519
5 H 1.6044 -0.6299 1.1736
6 H 0.3603 1.6122 -1.3272
7 C -0.1455 0.7112 0.5774
8 H -1.8797 0.3206 -0.7878
9 C 0.9499 -1.1633 -0.8254
10 O -0.0239 -2.1582 -0.6499
11 H 1.2475 2.2841 0.0386
12 H 1.8618 -1.6347 -1.1957
13 H -0.2375 1.0453 1.6164
14 C 0.7380 -0.5430 0.5396
15 H 0.4331 -0.4432 -1.5437
16 H -2.2043 -0.1167 0.8881
17 C 0.2756 1.8893 -0.2733

Forces on atoms 1 to 6 (eV/Å):
H 0.0219 -0.1029 0.0902
C -3.4391 1.7111 -1.7373
H -0.0848 0.5040 0.2348
C 0.4594 -1.8172 1.4449
H 0.2449 0.0790 0.5673
H -0.0028 -0.0062 0.0274

Partial charges, natural (NBO), in e: H 0.214; C 0.173; H 0.196; C -0.472; H 0.208; H 0.202; C -0.232; H 0.211; C -0.069; O -0.516; H 0.210; H 0.199; H 0.206; C -0.290; H 0.166; H 0.204; C -0.610

***

# 6
Entry from OMol25: an isolated molecule of C6H10O (wB97M-V/def2-TZVPD).

Computed properties:
F_max	0.0123	Eh/bohr
spin multiplicity	1
SMILES	C#CC(C)(C)OC
orbital gap	10.7	eV
E_tot	-309.7705	a.u.
ΔE to the lowest compared entry with this formula, charge and spin	45.1	kcal/mol
charge	0

Cartesian coordinates (Å):
1 O -1.0375 -0.7791 0.1045
2 H 0.4484 3.3250 -1.1052
3 H -1.3188 -0.3227 -1.9243
4 H -0.4109 0.3022 2.3202
5 C 0.2183 -0.1334 0.3090
6 H -2.2345 0.6769 -0.7799
7 C 0.2277 1.2674 -0.1755
8 H 1.3625 0.2720 2.1354
9 H -2.6765 -1.0435 -1.0171
10 C 0.2939 2.3707 -0.6555
11 C -1.8459 -0.3344 -0.9609
12 C 1.3363 -0.8890 -0.4272
13 H 1.2675 -0.7515 -1.5135
14 H 0.4404 -1.2476 2.1288
15 C 0.4253 -0.1967 1.8236
16 H 2.3104 -0.5281 -0.0818
17 H 1.2642 -1.9560 -0.1985

Forces on atoms 1 to 6 (eV/Å):
O 0.0081 0.0122 0.0108
H -0.1684 -0.0457 0.1100
H -0.0011 -0.0807 0.1207
H 0.1421 -0.0649 -0.0336
C 0.1580 0.0710 0.0917
H 0.0280 -0.1886 -0.0054

Partial charges, natural (NBO), in e: O -0.535; H 0.238; H 0.168; H 0.223; C 0.176; H 0.177; C -0.045; H 0.212; H 0.195; C -0.220; C -0.249; C -0.612; H 0.217; H 0.218; C -0.597; H 0.216; H 0.220

***

# 7
Entry from OMol25: an isolated molecule of C6H10O in a non-equilibrium geometry (wB97M-V/def2-TZVPD).

Computed properties:
F_max	0.0474	Eh/bohr
spin multiplicity	1
SMILES	C=C(C)CCC=O
orbital gap	9.5	eV
E_tot	-309.7668	a.u.
ΔE to the lowest compared entry with this formula, charge and spin	47.4	kcal/mol
charge	0

Cartesian coordinates (Å):
1 C 0.0359 -2.1521 -1.1399
2 H -0.1779 -2.9430 -0.4201
3 H -2.2977 -0.9686 0.0704
4 H 0.4048 2.9660 2.0112
5 C 0.2554 2.3540 1.0949
6 O -0.2130 2.8573 0.1023
7 C -1.4923 -0.3302 -0.2453
8 H -0.5795 -2.3342 -2.0315
9 H 0.3379 0.7121 -1.1741
10 H 1.0826 -2.2425 -1.4534
11 C 0.7594 0.2434 -0.2391
12 H 1.6108 0.8736 1.7470
13 H 1.8028 0.1579 -0.5055
14 H -0.0620 0.4283 1.8709
15 C -0.2693 -0.8093 -0.5280
16 H -1.6544 0.7521 -0.1829
17 C 0.6632 0.9073 1.1773

Forces on atoms 1 to 6 (eV/Å):
C 0.0005 -0.1639 0.1925
H 0.0647 -0.1917 -0.0334
H -0.5589 -0.2729 -0.8314
H -0.0628 -0.1279 -0.0673
C -0.1620 0.2405 -0.3434
O 0.1224 0.0553 0.4445

Partial charges, natural (NBO), in e: C -0.656; H 0.230; H 0.199; H 0.109; C 0.445; O -0.530; C -0.477; H 0.228; H 0.284; H 0.218; C -0.491; H 0.227; H 0.220; H 0.250; C 0.054; H 0.208; C -0.516

***

# 8
Entry from OMol25: an isolated molecule of C6H10O (wB97M-V/def2-TZVPD).

Computed properties:
F_max	0.0150	Eh/bohr
spin multiplicity	1
orbital gap	7.8	eV
E_tot	-309.6724	a.u.
ΔE to the lowest compared entry with this formula, charge and spin	106.7	kcal/mol
charge	0

Cartesian coordinates (Å):
1 O 0.1299 1.2258 -0.4941
2 C -0.4100 -0.9964 -1.1972
3 H -0.3620 -0.2971 1.7236
4 H -1.1271 2.8199 0.0703
5 H -0.7533 0.8267 -2.3087
6 H 1.2489 -0.9977 1.8118
7 C -0.4269 0.3129 -1.4183
8 H -0.8193 -1.6227 -1.9817
9 C -1.3235 1.7566 -0.0822
10 C 1.0796 0.6496 0.4601
11 C 0.5030 -0.5894 1.1199
12 H 0.9831 -2.2504 -0.1822
13 H -1.4725 1.2379 0.8739
14 C 0.1097 -1.6318 0.0642
15 H -0.6352 -2.3162 0.4887
16 H 1.2914 1.4555 1.1659
17 H 1.9843 0.4166 -0.1140

Forces on atoms 1 to 6 (eV/Å):
O -0.2936 -0.1514 -0.2060
C 0.0770 0.1362 -0.0876
H 0.0955 -0.0602 -0.1048
H 0.1364 0.0439 0.2607
H 0.0121 -0.1622 0.1266
H -0.1039 0.0927 -0.1109

Partial charges, natural (NBO), in e: O -0.393; C -0.323; H 0.221; H 0.144; H 0.229; H 0.224; C 0.148; H 0.225; C -0.519; C -0.060; C -0.439; H 0.210; H 0.127; C -0.427; H 0.223; H 0.214; H 0.198